# 1
The following is a DFT calculation (ωB97M-V with the def2-TZVPD basis set) of a structure of composition C31H25BCl6N9O6Ti at a distorted geometry.

XYZ file:
```
79
Properties=species:S:1:pos:R:3:forces:R:3
Ti 1.02899 0.57669 0.07287 0.24 -1.24 0.62
C 1.75131 -1.87373 5.21087 -0.06 -0.01 -0.07
C 0.46198 -1.47464 4.56239 -0.04 -0.01 0.08
C -0.68303 -0.89621 5.15398 0.05 0.01 0.04
C -1.55818 -0.73519 4.10660 0.08 0.00 -0.06
N -0.95696 -1.19234 2.98605 -0.09 0.00 -0.15
N 0.28192 -1.65309 3.26587 -0.13 -0.07 -0.01
B -1.58670 -1.20007 1.54794 0.24 0.00 0.06
N -0.63807 -1.96127 0.61149 -0.03 0.06 0.02
C -0.82101 -3.20975 0.14876 0.03 0.01 -0.05
C 0.37505 -3.66261 -0.34830 0.03 -0.08 -0.01
C 1.27762 -2.60768 -0.14894 0.00 0.02 -0.05
C 2.72394 -2.60497 -0.51900 -0.07 0.05 0.01
N 0.65155 -1.57500 0.41331 -0.44 -0.56 0.12
N -1.87268 0.24821 1.08117 -0.02 -0.02 0.13
C -2.89651 0.96229 1.57529 -0.08 -0.06 -0.14
C -2.69587 2.28366 1.28239 -0.05 0.09 0.12
C -1.47212 2.32732 0.60672 -0.01 -0.06 -0.20
C -0.84632 3.57493 0.08107 0.03 -0.04 -0.01
N -0.97389 1.09066 0.47402 -1.12 0.08 0.73
N -2.91663 -1.99044 1.66776 0.02 0.09 0.18
C -3.04628 -3.12897 2.38759 -0.03 0.10 0.02
C -4.33464 -3.58014 2.23846 -0.07 -0.04 -0.04
C -4.94320 -2.62606 1.39085 0.01 -0.06 0.03
C -6.34776 -2.60081 0.87510 0.06 -0.01 0.00
N -4.08492 -1.67805 1.05590 0.15 -0.12 -0.10
H 1.63629 -2.78193 5.80813 0.01 0.01 0.01
H 2.11749 -1.08494 5.87101 0.03 -0.01 -0.01
H 2.49930 -2.06659 4.44066 -0.02 0.01 0.03
H -0.83493 -0.62570 6.18769 0.00 -0.01 -0.05
H -2.56150 -0.33756 4.08211 0.07 0.01 -0.01
H -1.78503 -3.68611 0.18896 0.00 0.01 0.06
H 0.57949 -4.61773 -0.80437 0.00 0.04 0.02
H 3.18907 -3.52523 -0.15935 0.00 0.00 -0.01
H 3.23791 -1.75483 -0.08310 0.02 0.01 0.00
H 2.84301 -2.56904 -1.60381 0.01 0.00 0.01
H -3.72291 0.47116 2.05658 0.03 -0.01 0.03
H -3.33164 3.11740 1.53149 0.02 -0.02 -0.08
H -1.54472 4.40001 0.22075 -0.01 -0.01 -0.01
H -0.61792 3.47968 -0.97870 0.03 0.00 -0.02
H 0.07680 3.80427 0.60970 0.02 0.01 0.01
H -2.21261 -3.52746 2.94691 -0.05 0.05 -0.02
H -4.78068 -4.46007 2.67641 0.04 0.05 -0.02
H -7.05850 -2.84887 1.66554 -0.02 0.02 -0.02
H -6.48318 -3.32263 0.06612 -0.01 0.01 0.01
H -6.58023 -1.61056 0.48483 0.00 -0.02 0.01
O 1.44153 5.64788 -6.47431 0.25 0.09 0.21
C 2.33236 5.13488 -5.75849 0.03 -0.56 -0.47
O 3.57488 5.23777 -5.80629 -0.27 0.25 0.18
C 1.78934 4.12204 -4.72513 0.14 0.45 0.05
C 0.77897 3.23911 -5.07744 -0.10 -0.12 0.08
C 0.25199 2.39766 -4.11237 0.00 0.01 0.09
N 0.66904 2.38597 -2.84465 -0.34 -0.18 -0.19
C 1.65785 3.20729 -2.51027 0.08 0.00 0.09
C 2.24016 4.08830 -3.41063 0.11 -0.06 0.13
C 2.15578 3.17126 -1.07510 -0.36 -0.40 -0.09
O 2.95017 3.98405 -0.67880 0.32 0.40 0.19
O 1.66665 2.21699 -0.30407 0.62 2.17 -1.05
H 0.40277 3.23127 -6.09250 -0.04 0.07 0.05
H -0.56029 1.71423 -4.35148 0.07 0.00 0.00
H 3.03772 4.72760 -3.05906 0.02 0.04 -0.15
Cl 4.20119 2.59193 2.92599 -0.02 -0.07 0.05
C 3.45292 0.98797 3.20372 0.02 0.02 -0.06
C 2.46791 0.69886 2.08494 0.20 -0.13 0.36
O 1.28013 1.07526 2.20606 0.08 -0.13 0.00
O 2.88678 0.09427 1.05963 -0.02 0.04 0.28
H 2.94346 1.02178 4.16116 -0.04 0.01 0.00
H 4.24998 0.25221 3.19981 0.03 -0.02 0.01
Cl -1.69121 -0.39200 -2.18319 0.11 0.06 0.09
C -0.09279 -0.59695 -2.79152 0.11 0.25 -0.08
C 1.04982 -0.06424 -1.95571 0.27 -0.48 -0.83
C 2.33053 -0.13127 -2.66964 -0.35 0.00 -0.09
Cl 3.71955 0.49510 -1.85132 0.05 0.09 -0.04
C 2.51056 -0.67668 -3.88550 -0.15 -0.20 -0.17
Cl 4.05875 -0.75700 -4.64508 -0.07 -0.03 -0.08
C 1.35283 -1.27972 -4.59402 0.17 0.04 -0.02
Cl 1.58015 -2.05005 -6.10006 0.04 -0.02 0.09
C 0.05873 -1.19535 -4.00047 0.17 0.03 0.21
Cl -1.29136 -1.84646 -4.87199 0.01 0.03 -0.03
```
Forces are in eV/Å.

Properties
**Maximum force**: 0.049 hartree/bohr
**LUMO (spin up / spin down)**: 3.780 / 2.337 eV
**Gap between HOMO and LUMO (spin up / spin down)**: 4.52 / 5.46 eV
**Multiplicity**: 4
**Net charge**: -2
**Highest occupied orbital energy (spin up / spin down)**: -0.740 / -3.119 eV

***

# 2
The following is a DFT calculation (ωB97M-V with the def2-TZVPD basis set) of a structure of composition C31H25BiBrN4O3S2.

XYZ file:
```
67
Properties=species:S:1:pos:R:3:forces:R:3
Bi 1.69208 0.82175 0.95114 0.06 0.05 0.11
C 3.23318 2.14289 4.62343 0.00 0.00 0.00
C 2.99909 2.69641 3.24620 0.03 -0.01 -0.02
C 4.01891 2.70279 2.29345 -0.01 0.02 -0.02
C 3.82958 3.24294 1.02151 -0.01 -0.01 0.03
C 4.93765 3.25949 0.00610 0.00 -0.01 0.00
C 2.58168 3.78966 0.70727 0.03 0.00 0.01
C 1.54491 3.82153 1.64047 0.00 -0.01 0.06
C 0.23736 4.49230 1.31399 0.01 0.01 0.00
C 1.76395 3.24470 2.90091 -0.04 0.04 -0.10
H 2.32552 1.70209 5.03474 0.00 0.00 0.00
H 3.54775 2.94082 5.29870 0.00 0.00 0.00
H 4.01489 1.38479 4.62028 0.00 0.00 0.00
H 4.98583 2.28562 2.55190 0.00 0.00 0.00
H 4.60296 2.84825 -0.94732 0.00 0.00 0.00
H 5.79941 2.68860 0.34649 0.00 0.00 0.00
H 5.26342 4.28390 -0.18018 0.00 0.00 0.00
H 2.42593 4.22563 -0.27349 0.00 0.00 0.00
H -0.15869 5.00961 2.18727 0.00 0.00 0.00
H -0.51795 3.77522 0.98727 0.00 0.00 0.00
H 0.36477 5.21931 0.51393 0.00 0.00 0.00
H 0.97363 3.27823 3.64427 -0.01 -0.01 -0.01
Br -1.79287 -4.90102 -5.44302 0.00 -0.01 0.00
C -2.63485 -3.34545 -4.78015 0.01 0.00 0.02
C -3.34944 -2.53282 -5.64555 -0.01 0.02 0.00
C -3.97195 -1.39800 -5.14916 0.01 -0.02 -0.02
C -3.83185 -1.06300 -3.81053 0.00 0.00 0.02
C -3.13639 -1.89797 -2.94322 -0.01 0.00 -0.01
C -2.53765 -3.04615 -3.42944 -0.01 0.00 -0.01
N -4.54033 0.10401 -3.36034 0.00 -0.01 0.00
N -4.00831 0.95801 -2.64425 0.01 0.01 -0.01
C -2.61244 0.91557 -2.31589 -0.02 -0.01 0.02
C -1.60974 0.87106 -3.24772 0.00 0.01 -0.01
C -0.25542 0.91601 -2.87239 0.00 0.00 0.01
C 0.10237 0.98785 -1.55030 0.02 0.01 -0.04
O 1.37415 1.00386 -1.12978 0.01 -0.03 0.00
C -0.92656 1.06960 -0.58051 -0.04 -0.01 0.02
N -0.55543 1.13633 0.73177 0.00 -0.02 0.05
C -1.46456 1.23522 1.68568 0.00 0.01 0.00
C -2.82954 1.28128 1.39273 0.01 0.00 0.01
C -3.23796 1.18821 0.08577 -0.01 0.00 -0.02
C -2.28583 1.06820 -0.94638 0.02 0.00 0.00
H -3.43288 -2.79153 -6.69157 0.00 0.00 0.00
H -4.56171 -0.76302 -5.79722 0.00 0.00 0.00
H -3.05579 -1.66115 -1.89067 0.00 0.00 0.00
H -1.98593 -3.69398 -2.76402 0.00 0.00 0.00
H -1.86060 0.78231 -4.29644 0.00 0.00 0.00
H 0.52189 0.86334 -3.62246 -0.01 0.00 0.00
H -1.10209 1.27138 2.70456 0.00 0.00 0.00
H -3.54003 1.37844 2.20032 0.00 0.00 0.00
H -4.28896 1.21235 -0.17196 0.00 0.00 0.00
O -0.23806 -2.20408 -1.16640 0.03 -0.02 0.02
S 0.91787 -2.54548 -0.39303 -0.08 0.00 -0.02
O 2.16922 -2.76821 -1.03729 0.01 0.00 0.00
N 1.11451 -1.37124 0.80255 -0.03 -0.01 0.03
C 0.84163 -1.80632 2.02689 0.01 0.02 0.02
S 0.89282 -0.74488 3.33043 0.02 -0.02 -0.13
C 0.50741 -3.24186 2.06288 0.01 0.01 -0.02
C 0.20050 -4.02319 3.16303 0.00 -0.01 0.00
C -0.07658 -5.36704 2.94923 0.00 0.00 0.01
C -0.04871 -5.90972 1.66810 0.00 -0.01 -0.01
C 0.25540 -5.12622 0.55872 0.00 0.01 -0.01
C 0.52842 -3.79645 0.79109 0.01 0.00 0.02
H 0.18370 -3.59173 4.15510 0.00 0.00 0.00
H -0.31619 -6.00356 3.78988 0.00 0.00 0.00
H -0.26626 -6.96026 1.53072 0.00 0.00 0.00
H 0.27918 -5.54522 -0.43810 0.00 0.00 0.00
```
Forces are in eV/Å.

Properties
**Maximum force**: 0.003 hartree/bohr
**LUMO**: -3.763 eV
**Gap between HOMO and LUMO**: 6.66 eV
**Multiplicity**: 1
**Net charge**: +1
**Highest occupied orbital energy**: -10.424 eV

***

# 3
The following is a DFT calculation (ωB97M-V with the def2-TZVPD basis set) of a structure of composition C31H25Br2N2O6PbS.

XYZ file:
```
68
Properties=species:S:1:pos:R:3:forces:R:3
Pb -0.45190 -0.13695 -0.51891 0.09 -0.14 -0.18
C 4.23581 -0.71673 0.15574 0.02 -0.01 -0.02
C 3.09297 0.07724 -0.39961 -0.07 -0.05 -0.11
O 1.97059 -0.08239 0.05706 0.09 0.20 0.14
C 3.33731 1.06282 -1.48870 -0.04 -0.04 0.03
C 4.56616 1.65398 -1.61776 0.01 0.01 -0.01
C 4.80349 2.65044 -2.58175 -0.01 -0.02 0.02
C 3.78866 3.05848 -3.45568 -0.02 -0.01 0.00
C 2.55445 2.47563 -3.38486 0.04 0.01 -0.02
C 2.26549 1.43799 -2.41470 0.08 -0.07 -0.03
O 1.15827 0.87384 -2.43492 -0.07 0.03 0.09
H 3.82553 -1.55770 0.71087 0.00 0.00 -0.01
H 4.82880 -0.09084 0.82792 -0.01 0.00 0.00
H 4.89139 -1.07144 -0.63915 0.00 0.00 0.00
H 5.37283 1.36856 -0.95556 0.01 0.01 -0.01
H 5.78251 3.10533 -2.64299 0.00 0.00 0.00
H 3.99010 3.82688 -4.18954 -0.01 0.00 0.00
H 1.74954 2.74418 -4.05560 -0.01 -0.01 0.00
Br -3.60858 -1.42302 -0.95939 0.05 0.00 -0.04
C -3.58104 -0.41512 -2.61459 0.01 -0.02 -0.01
Br -1.98339 -0.74501 -3.64034 -0.04 0.04 0.05
H -3.60303 0.63405 -2.35090 -0.01 0.01 -0.02
H -4.43273 -0.72812 -3.20288 0.00 -0.02 0.01
O -2.72817 2.20489 -1.02402 0.01 -0.01 -0.01
S -2.64627 2.80625 0.28104 0.06 0.09 -0.04
O -2.01131 4.08394 0.43350 -0.04 -0.01 0.00
N -1.82562 1.66332 1.15633 0.03 -0.05 -0.02
C -1.45723 1.79975 2.40714 -0.08 0.09 0.05
C -1.78284 2.88666 3.27480 0.01 -0.04 -0.03
C -1.41756 2.86772 4.60531 0.01 -0.01 0.00
C -0.70978 1.79976 5.12976 0.00 0.03 0.03
C -0.31087 0.71069 4.31009 0.00 -0.03 -0.02
C 0.43479 -0.37590 4.81166 -0.02 0.01 -0.02
C 0.80793 -1.37494 3.95835 0.01 -0.03 0.01
C 0.45308 -1.28454 2.60332 0.01 0.01 0.00
N -0.25812 -0.27986 2.11436 0.00 -0.03 0.03
C -0.65187 0.70253 2.94987 0.01 -0.02 0.03
C -4.25860 2.87042 0.97720 -0.03 0.01 0.05
C -5.05157 1.72937 0.95143 0.00 0.01 0.02
C -6.32130 1.78774 1.50046 0.01 -0.02 -0.01
C -6.78642 2.97493 2.05306 -0.01 0.01 0.01
C -5.98814 4.10984 2.06138 -0.01 0.00 0.00
C -4.71025 4.06319 1.52430 0.01 -0.01 -0.02
H -2.32294 3.72932 2.87187 0.00 0.00 0.00
H -1.69013 3.69603 5.24463 0.00 0.00 0.00
H -0.43816 1.78798 6.17769 0.00 0.00 0.00
H 0.70206 -0.40137 5.86085 0.00 0.00 0.00
H 1.37956 -2.22705 4.29730 0.00 0.00 -0.01
H 0.78495 -2.04130 1.89591 0.00 -0.01 -0.02
H -4.67994 0.81547 0.50646 0.00 0.00 0.00
H -6.95151 0.90881 1.49108 0.00 0.00 0.00
H -7.78196 3.01599 2.47456 0.00 0.00 0.00
H -6.36096 5.03421 2.48098 0.00 0.00 0.00
H -4.07481 4.93863 1.50558 0.00 0.00 0.01
O 1.81727 -3.09029 0.51528 -0.08 -0.03 -0.05
C 1.30315 -2.90033 -0.58219 0.18 0.08 0.13
O 0.19727 -2.24240 -0.77168 -0.19 0.01 0.04
C 1.98441 -3.40456 -1.82178 0.03 -0.02 -0.10
C 1.48585 -3.11621 -3.08796 -0.04 0.00 0.03
C 2.15162 -3.56194 -4.21970 0.01 0.00 -0.01
C 3.31831 -4.30256 -4.09046 0.00 0.01 0.01
C 3.81712 -4.59988 -2.82801 0.02 0.00 -0.04
C 3.15332 -4.15178 -1.69838 -0.04 0.05 0.06
H 0.56512 -2.55559 -3.17287 -0.01 0.02 0.00
H 1.75778 -3.33927 -5.20287 0.00 0.00 0.00
H 3.83554 -4.65521 -4.97338 0.00 0.00 0.00
H 4.72079 -5.18682 -2.72848 0.00 0.00 0.01
H 3.51990 -4.37521 -0.70553 0.01 -0.01 0.00
```
Forces are in eV/Å.

Properties
**Maximum force**: 0.005 hartree/bohr
**LUMO (spin up / spin down)**: -5.267 / -5.170 eV
**Gap between HOMO and LUMO (spin up / spin down)**: 5.86 / 5.95 eV
**Multiplicity**: 1
**Net charge**: +1
**Highest occupied orbital energy (spin up / spin down)**: -11.124 / -11.124 eV

***

Relative energy (zero: lowest compared OMol25 entry of this formula, charge and spin) / kJ/mol: 126.4 28.2 0.0
Calculated total energy / Eh: -5776.31911 -5225.85323 -7496.12954